# C31H40ClFIN2O9PS2

A 3-piece molecular cluster, C31H40ClFIN2O9PS2 overall (ωB97M-V/def2-TZVPD, OMol25).

```
88
Properties=species:S:1:pos:R:3:mulliken_charge:R:1
C -2.3836 4.2051 1.0529 -0.4310
H -5.1755 -4.0982 1.5427 0.4336
H 1.6459 3.2778 -2.7300 0.4524
C -5.7570 -6.0637 -1.7260 -0.6139
H -0.6788 4.9296 3.8631 0.4119
C 2.1265 -4.6231 -1.6851 -0.4686
C 5.6053 4.7304 1.0938 -0.7133
H 2.4559 5.5713 0.2112 0.2244
C 3.2773 5.5480 0.9208 -0.3752
H 2.8899 5.6106 1.9357 0.2728
C -0.1393 0.6684 -0.5582 0.6909
C -0.1350 -6.1653 0.3404 -0.1049
S -0.6848 4.1987 1.6140 1.2972
H -0.7442 -7.0174 0.5298 0.5334
C 0.5640 -5.2240 0.0915 -1.5778
C 1.8872 1.5387 -1.5135 -1.0803
H 6.6806 6.6317 0.7972 0.4199
C 5.8474 6.0626 0.3919 -0.7499
C 2.3764 -3.7033 0.6831 -1.2202
O -2.8915 -2.9341 -1.2586 -0.0477
H -6.4163 -6.2387 1.5880 0.4017
C -0.2289 2.6192 -1.9417 -1.0149
S 4.3297 6.9790 0.6520 1.1770
H -0.0847 -1.0477 0.6711 0.4497
C -5.3230 -4.6573 0.6267 -0.3497
H -0.1404 -4.0917 -4.0337 0.2553
H -1.1973 1.0991 1.5949 0.0933
H -4.6764 -4.4888 -2.6897 0.4420
O 3.9540 7.6445 -0.5692 -0.6793
H -0.8109 -4.1284 -1.6527 0.9705
C 1.2314 0.5948 -0.7302 -0.1234
C -6.0269 -5.8501 0.6567 -0.7256
H -2.7289 6.1812 3.8115 0.3495
O 0.6293 -2.9333 -0.6795 -0.1317
C -0.8987 5.4202 2.9167 -0.7141
H -4.1774 5.0165 1.9697 0.4045
H -2.4396 6.7402 2.1699 0.3028
H 1.7914 -0.2135 -0.2730 0.2570
C -4.8337 -4.1644 -0.5723 0.6462
I 3.3443 -1.9275 -2.9406 0.0891
H 6.3345 3.9814 0.7878 0.3499
C 3.2895 -4.8215 1.1916 -0.5455
H -2.6587 3.2011 0.7356 0.1891
O -1.7242 -1.0972 -0.6467 -0.3255
H -2.4452 4.8978 0.2138 0.3668
C 4.1721 4.3178 0.7293 -0.4595
H 1.4755 -4.6271 -2.5626 0.2914
H 3.3533 -5.6773 0.5213 0.2710
P -0.5017 -2.1913 -3.0225 0.8915
O 0.1703 4.7354 0.5868 -0.6324
H 2.4568 -5.6471 -1.5272 0.5631
N -1.6395 0.2324 1.3061 -0.4542
O 4.4421 7.7124 1.8888 -0.6678
H -1.7100 -1.4987 -3.1895 0.0274
C -6.2447 -6.5511 -0.5211 -0.4042
C -0.8473 -0.3828 0.2673 -0.4308
H 0.4642 -1.2011 -2.7724 -0.1775
H 4.1377 3.9974 -0.3141 0.2008
O -0.4026 2.9202 2.2261 -0.8340
C 3.4029 -3.8531 -2.0010 -0.0673
Cl -1.7907 -3.0672 1.1329 -0.2524
C -1.7499 -2.4665 -0.5744 0.0784
C 1.3858 -4.1167 -0.4304 2.0533
H -1.7349 -0.3839 2.1023 0.3283
C -2.3605 5.8770 2.8332 -0.6919
H 2.9276 -5.1734 2.1586 0.3927
H 5.6902 4.8607 2.1749 0.3295
H -5.9263 -6.6169 -2.6401 0.3970
H 2.9561 1.4714 -1.6666 0.7138
N -0.2083 -3.1088 -4.2673 -0.9452
C -5.0469 -4.8757 -1.7477 -0.2120
H 1.7388 -3.3938 1.5146 0.6344
C -0.5935 -3.0973 -1.3757 -0.9631
H 3.8229 3.4849 1.3378 0.3442
H 5.9688 5.9323 -0.6831 0.3473
H -3.2634 3.9150 2.9999 0.2922
F 4.5614 -4.3115 1.4175 -0.3533
C -3.1729 4.7096 2.2561 -0.7098
H -0.8124 3.3951 -2.4207 0.3935
C -4.1141 -2.8616 -0.6133 0.2044
O -4.5734 -1.8517 -0.1785 -0.4730
H -6.8105 -7.4743 -0.5163 0.3855
H -0.1954 6.2317 2.7472 0.2991
H 2.9415 -2.8169 0.3937 0.3108
C -0.8846 1.6773 -1.1623 -0.2845
O 4.4690 -4.3017 -1.7343 -0.4619
H -1.9576 1.6742 -1.0175 0.7852
C 1.1446 2.5440 -2.1095 -0.5484
```

Properties
Energy above the lowest of the compared OMol25 structures with the same formula, charge and spin ... 0.00 kcal per mole
Maximum force ... 1.1 eV/A
2S+1 ... 1
Kohn-Sham gap ... 9.01 eV

# C31H40N10Pb

C31H40N10Pb as an isolated structure (ωB97M-V/def2-TZVPD, OMol25).

```
82
Properties=species:S:1:pos:R:3:mulliken_charge:R:1
H -4.0191 1.0246 3.7814 0.5212
H 2.8963 -1.6937 0.7573 0.6076
C 3.0049 0.9573 2.9411 -0.0130
N 0.2758 3.3600 0.7806 -0.3400
C -2.0524 1.1470 -0.1154 -0.2806
H -2.6600 -0.1740 -4.5884 0.4276
H -1.7998 3.0834 1.7660 0.4004
C 2.9329 -3.5090 -1.6940 -0.5845
C -1.9527 -1.0385 -0.7206 -0.9053
H -2.8525 3.0235 3.1727 0.4532
C 4.2930 1.1072 -2.1998 -0.7435
H -1.1696 1.8043 -4.1496 0.5525
N 2.4570 0.0426 2.1188 0.8482
C 3.3529 -1.1541 -2.0117 0.9676
C 1.7794 2.9006 2.2059 0.3203
C -1.8923 -1.0316 0.6631 0.9307
H -0.8407 2.3317 -2.4959 0.2213
H -3.5200 2.7244 1.5724 0.3684
C 4.1543 2.4734 -2.3163 -0.9309
H 4.2576 -0.6870 -3.8892 0.5238
H -3.6803 1.9048 -3.7508 0.4265
H -3.3729 -1.0706 -3.2474 0.4153
H -1.5790 -3.6555 -0.2994 0.3951
N 3.1317 -1.0933 2.4008 -0.5124
H -3.3267 2.5186 -2.1360 0.3245
H -2.1166 2.2128 -0.2020 0.3068
C -3.4500 -2.7866 1.4306 -1.8171
H -1.2007 -4.3544 1.2624 0.5120
H 2.7833 4.1274 -2.1402 0.4827
C -1.4186 -2.3062 2.8448 -1.9599
H -0.7395 0.0243 3.4642 0.0748
C -1.9721 -2.3419 1.4193 2.4898
C -1.1745 -3.4342 0.6831 -1.9634
N 2.6711 2.2688 3.0118 -0.0634
C -2.4942 -0.5128 -3.5669 -1.9916
H 2.5291 -4.3013 -1.0780 0.4248
N 2.2321 -1.9702 0.0196 -0.1099
C 1.9570 2.2972 -1.4095 -0.1858
H 4.4367 -2.9943 -4.6621 0.3958
C -3.4851 1.6168 -2.7197 -1.7064
H -1.9200 -1.9168 -1.3323 0.5490
H -1.6584 1.1586 4.4476 0.4953
H -0.5041 1.7462 3.2613 0.3378
C -1.2468 0.9797 3.4564 -1.8793
H -0.1379 -3.1321 0.5734 0.3115
C 4.0035 -2.7855 -3.6957 -0.8506
Pb 0.7616 0.1277 0.5457 1.2897
H -0.1363 0.8293 -3.0986 0.2077
C -2.3606 1.0739 2.3994 2.7263
H -3.5616 -3.6707 2.0537 0.4789
H -4.3645 1.1065 -2.3319 0.3898
H -1.6336 -1.1785 -3.5678 0.3552
H 1.0514 2.7859 -1.0804 0.5406
C 2.8442 -2.1974 -1.2293 0.1710
C 3.9174 -1.4846 -3.2479 -1.1464
C -2.2581 0.6902 -2.6484 2.1894
H -4.1033 -2.0096 1.8118 0.3384
C 2.1409 0.9480 -1.2253 0.4452
C -2.6500 2.5707 2.2054 -2.1133
H 1.8000 -2.8300 0.3456 -0.0279
H -3.5349 -0.5757 3.2538 0.3587
C -3.6643 0.4495 2.9292 -1.8465
N 3.9941 -0.8608 3.3092 -0.9133
H -0.3761 -1.9887 2.8408 0.1804
C 2.9527 3.0733 -1.9838 -1.1923
H 4.9732 3.0649 -2.7021 0.3915
H -1.9902 -1.6510 3.4896 0.2982
N 1.6328 4.2246 2.1892 -0.5851
H 3.5765 -4.8377 -3.2408 0.4063
C -2.0042 0.4367 1.0730 0.3714
C -1.0196 1.4649 -3.1265 -1.5764
H -4.4304 0.4773 2.1569 0.3199
C 3.5142 -3.8127 -2.9077 -0.6696
N 0.9343 2.3217 1.3356 0.6700
H 5.2208 0.6332 -2.4885 0.6626
C 3.2521 0.2877 -1.7282 0.6331
H -3.7752 -3.0313 0.4223 0.3232
H -1.4562 -3.3035 3.2796 0.5997
C -2.0564 0.2697 -1.2252 -1.2924
N 0.7028 4.4515 1.2869 -1.0136
H 3.2371 2.8554 3.6060 0.2590
N 3.9587 0.4016 3.6847 -0.4765
```

Properties
Energy above the lowest of the compared OMol25 structures with the same formula, charge and spin ... 5.34 kcal per mole
Maximum force ... 1.3 eV/A
2S+1 ... 1
Kohn-Sham gap (spin up / spin down) ... 5.73 / 5.36 eV

Number 1: calculated total energy -108499.5397 eV. Number 2: calculated total energy -52941.0762 eV.